Entry 1:
{"formula": "C5H7ClOS", "method": "wB97M-V/def2-TZVPD", "species": ["C", "C", "C", "Cl", "C", "S", "C", "O", "H", "H", "H", "H", "H", "H", "H"], "xyz": [[2.2076, -0.1413, -0.6468], [0.8238, -0.0794, -0.2120], [0.0327, 0.9740, 0.1259], [0.5944, 2.5776, 0.2277], [-1.3684, 0.4805, 0.6058], [-2.6519, 0.9833, -0.5528], [-1.0437, -0.9660, 0.7297], [0.1536, -1.2793, 0.0373], [2.7112, 0.8405, -0.5781], [2.8392, -0.8783, -0.0307], [2.1928, -0.5767, -1.6981], [-1.5050, 0.9251, 1.5885], [-2.2706, 0.0433, -1.5811], [-0.9429, -1.2603, 1.7888], [-1.7729, -1.6432, 0.1959]], "nbo_charge": [-0.67, 0.29, -0.16, 0.03, -0.41, -0.01, -0.08, -0.50, 0.25, 0.24, 0.24, 0.24, 0.14, 0.19, 0.20], "spin_multiplicity": 1, "smiles": "CC1=C(Cl)[C@@H](S)CO1", "e_tot_ha": -1128.29505, "de_lowest_ev": 0.9031}

---

Entry 2:
{"formula": "C5H8O3Se", "method": "wB97M-V/def2-TZVPD", "species": ["C", "O", "C", "C", "O", "C", "O", "C", "Se", "H", "H", "H", "H", "H", "H", "H", "H"], "xyz": [[-2.9272, -0.3385, -0.6198], [-1.6005, 0.0012, -0.3917], [-0.7909, -0.8374, 0.2449], [0.3080, 0.0837, 0.7884], [1.5436, -0.4308, 1.1467], [2.6377, 0.0547, 0.6566], [3.7344, -0.2046, 1.0162], [2.4479, 1.1042, -0.4261], [0.5211, 1.4117, -0.6601], [-3.3566, 0.5331, -1.0601], [-3.2602, -0.7566, 0.3877], [-3.0623, -1.2189, -1.3492], [-1.3165, -1.4609, 0.9021], [-0.4155, -1.4028, -0.5900], [0.0263, 0.6365, 1.6451], [2.8796, 2.0940, -0.2704], [2.6311, 0.7315, -1.4202]], "nbo_charge": [-0.24, -0.55, -0.09, -0.04, -0.47, 0.79, -0.55, -0.70, 0.25, 0.21, 0.17, 0.16, 0.18, 0.18, 0.19, 0.25, 0.25], "spin_multiplicity": 1, "smiles": "COC[C@H]1OC(=O)C[Se]1", "e_tot_ha": -2822.39453, "de_lowest_ev": 0.0000}

---

Entry 3:
{"formula": "C5H23NO8", "method": "wB97M-V/def2-TZVPD", "species": ["C", "C", "C", "C", "N", "C", "O", "O", "H", "H", "H", "H", "H", "H", "H", "H", "H", "H", "H", "O", "H", "H", "O", "H", "H", "O", "H", "H", "O", "H", "H", "O", "H", "H", "O", "H", "H"], "xyz": [[1.1824, 0.2792, 3.8754], [1.3576, 0.2547, 2.3430], [0.1500, 0.6082, 1.5318], [-0.0841, 2.1466, 1.5270], [0.4530, 0.2472, 0.1171], [-0.0764, -0.8658, -0.3762], [-0.6632, -1.7896, 0.1278], [0.1671, -0.9270, -1.7903], [1.8264, -0.4570, 4.2980], [0.1848, 0.0475, 4.2091], [1.4294, 1.2667, 4.3598], [2.2290, 0.8795, 2.0914], [1.5848, -0.8198, 2.1628], [-0.7635, 0.0742, 1.8593], [-0.2434, 2.5213, 2.5351], [-0.8389, 2.5890, 0.8836], [0.7686, 2.7742, 1.1642], [0.7652, 1.0260, -0.5765], [-0.0253, -1.8610, -1.9427], [-0.3878, -2.8761, 2.8564], [-0.0622, -3.7489, 3.0749], [-0.4708, -2.6482, 1.9346], [-3.2556, -2.7215, 0.8039], [-3.0471, -2.7247, 1.7486], [-2.8042, -1.9608, 0.4541], [0.1038, 1.5309, -3.8280], [0.8372, 0.8567, -3.7135], [-0.6731, 0.9630, -3.7762], [0.3767, 2.5592, -1.4703], [0.2668, 2.3894, -2.4867], [1.2615, 2.9332, -1.4983], [2.8050, 1.7519, -0.5656], [3.7419, 2.0042, -0.6112], [2.5702, 1.5455, 0.3549], [-1.8848, -0.3591, -4.0783], [-2.7084, -0.3146, -3.6053], [-1.2103, -0.9078, -3.6391]], "nbo_charge": [-0.61, -0.40, -0.05, -0.64, -0.67, 0.90, -0.71, -0.76, 0.22, 0.22, 0.20, 0.18, 0.23, 0.22, 0.21, 0.24, 0.21, 0.48, 0.49, -0.99, 0.48, 0.51, -0.95, 0.47, 0.48, -0.95, 0.48, 0.50, -0.99, 0.50, 0.48, -0.96, 0.49, 0.48, -0.96, 0.49, 0.49], "spin_multiplicity": 1, "smiles": "CC[C@@H](C)NC(=O)O.O.O.O.O.O.O", "e_tot_ha": -861.00188, "de_lowest_ev": 0.9806}

---

Entry 4:
{"formula": "C39H38N5OS", "method": "wB97M-V/def2-TZVPD", "species": ["C", "N", "C", "O", "C", "C", "C", "C", "C", "C", "C", "C", "N", "C", "C", "C", "C", "C", "C", "C", "C", "N", "C", "C", "C", "C", "C", "H", "H", "H", "H", "H", "H", "H", "H", "H", "H", "H", "H", "H", "H", "H", "H", "H", "H", "H", "H", "H", "H", "H", "H", "C", "C", "C", "C", "C", "C", "C", "N", "C", "C", "C", "C", "C", "C", "S", "C", "N", "C", "C", "H", "H", "H", "H", "H", "H", "H", "H", "H", "H", "H", "H", "H", "H"], "xyz": [[6.4201, -2.1708, -1.9961], [5.2271, -1.4074, -1.7161], [5.1984, -0.0576, -1.9127], [6.1422, 0.6310, -2.2954], [3.7903, 0.4201, -1.5651], [3.0593, 1.0348, -2.7547], [3.7374, 2.2873, -3.2632], [4.2004, 2.3528, -4.5809], [4.9336, 3.4614, -5.0113], [5.1518, 4.5366, -4.1386], [4.6353, 4.4959, -2.8373], [3.9174, 3.3759, -2.4041], [3.1517, -0.8063, -1.0668], [1.8787, -0.7620, -0.5994], [1.2018, -1.8712, -0.1035], [-0.0846, -1.9159, 0.4445], [-0.6930, -3.1695, 0.8217], [-2.0441, -3.2561, 1.2575], [-2.6115, -4.4606, 1.6482], [-1.8631, -5.6470, 1.6248], [-2.4323, -6.8925, 2.0486], [-2.8871, -7.9166, 2.3910], [-0.5426, -5.6018, 1.1689], [0.0311, -4.4010, 0.7766], [4.0101, -2.0028, -1.1646], [3.4705, -3.0637, -2.1407], [4.3299, -2.6517, 0.1945], [7.1761, -1.4904, -2.3914], [6.7987, -2.6471, -1.0843], [6.2115, -2.9543, -2.7341], [3.8629, 1.1651, -0.7502], [3.0125, 0.2865, -3.5613], [2.0280, 1.2664, -2.4453], [4.0135, 1.5056, -5.2459], [5.3326, 3.4831, -6.0276], [5.7266, 5.4026, -4.4703], [4.7877, 5.3321, -2.1516], [3.5156, 3.3206, -1.3891], [1.4137, 0.2277, -0.6132], [1.7766, -2.7932, -0.1771], [-0.6441, -0.9881, 0.5761], [-2.6371, -2.3423, 1.2914], [-3.6489, -4.5015, 1.9861], [0.0429, -6.5221, 1.1298], [1.0698, -4.4172, 0.4482], [3.3971, -2.6402, -3.1522], [4.1612, -3.9187, -2.1547], [2.4820, -3.4236, -1.8412], [4.8703, -1.9349, 0.8274], [3.4250, -2.9655, 0.7210], [4.9572, -3.5384, 0.0264], [-0.1821, 4.3434, 4.2402], [0.3700, 4.0703, 2.9851], [-0.3594, 3.3407, 2.0416], [-1.6417, 2.8877, 2.3516], [-2.4841, 2.2211, 1.2720], [-3.7242, 3.0802, 1.0469], [-4.8426, 2.3463, 0.3430], [-5.0760, 1.1107, 1.0903], [-6.3013, 0.4438, 1.0952], [-6.2462, -0.7496, 1.8106], [-7.3911, -1.5444, 1.9080], [-8.5622, -1.1500, 1.2532], [-8.5964, 0.0401, 0.5173], [-7.4589, 0.8567, 0.4351], [-4.6256, -1.0522, 2.4032], [-4.0022, 0.4400, 1.6349], [-2.7585, 0.7866, 1.5793], [-2.1989, 3.1540, 3.6090], [-1.4697, 3.8921, 4.5500], [0.3770, 4.9247, 4.9700], [1.3605, 4.4392, 2.7186], [0.0383, 3.1304, 1.0440], [-1.8934, 2.2363, 0.3429], [-4.0983, 3.4401, 2.0158], [-3.4539, 3.9689, 0.4618], [-5.7546, 2.9418, 0.3603], [-4.5865, 2.1398, -0.7087], [-7.3415, -2.4634, 2.4796], [-9.4536, -1.7766, 1.3010], [-9.5026, 0.3340, -0.0039], [-7.4574, 1.7808, -0.1396], [-3.2130, 2.8119, 3.8371], [-1.9303, 4.1215, 5.5118]], "mulliken_charge": [-0.95, 0.26, 0.31, -0.69, -0.08, -0.54, 0.55, -0.39, -0.59, -0.45, -0.70, -0.24, 0.64, 0.11, 0.64, -0.67, 0.51, 0.10, -0.66, 0.73, -0.18, -0.44, -0.97, -0.29, 0.04, -1.49, -1.48, 0.39, 0.30, 0.31, 0.31, 0.34, 0.41, 0.32, 0.37, 0.37, 0.37, 0.35, 0.67, -1.06, 0.56, 0.09, 0.53, 0.45, 0.35, 0.34, 0.49, 0.38, 0.36, 0.39, 0.47, -0.46, -0.54, -0.63, 0.51, 0.26, -1.22, -0.69, 0.21, 0.46, 0.80, -0.46, -0.59, -0.66, -0.84, -0.26, 0.39, -0.50, -0.25, -0.74, 0.38, 0.37, 0.37, 0.36, 0.39, 0.43, 0.49, 0.30, 0.40, 0.38, 0.39, 0.31, 0.34, 0.37], "total_charge": 1, "spin_multiplicity": 1, "e_tot_ha": -2255.93016}

---

Max |F|
In order: 0.059; 0.082; 0.059; 0.058
Unit: hartree/bohr
Kohn-Sham gap
In order: 9.084; 9.146; 10.333; 4.845
Unit: eV